# C8H28B2KO4

A molecular structure, C8H28B2KO4 in a non-equilibrium geometry (wB97M-V/def2-TZVPD, OMol25).

Structure (ORCA input):
```
! wB97M-V def2-TZVPD RIJCOSX def2/J DEFGRID3
* xyz -1 1
K 0.0700 0.5452 -0.4121
B 1.5592 1.1891 -1.9964
H 0.7284 1.7740 -2.3595
H 1.9537 1.5603 -1.0632
H 1.2529 0.1709 -1.8129
H 2.3228 1.2622 -2.7552
B -1.6797 2.0737 0.1238
H -1.8508 1.0119 0.2108
H -1.4826 2.3359 -0.9041
H -2.5586 2.6177 0.4334
H -0.8295 2.3861 0.7102
C 0.3393 -2.5588 0.7700
O 0.1478 -1.6345 -0.3114
C -0.9352 -2.0893 -1.1329
C -1.0877 -1.3560 -2.4943
O -1.2495 0.0270 -2.2756
C -2.6012 0.4180 -2.0905
H 0.0615 -2.1694 1.7494
H 1.4152 -2.7070 0.8629
H -0.1436 -3.5295 0.6572
H -1.7560 -1.9704 -0.4257
H -0.7795 -3.1578 -1.2817
H -1.9173 -1.8170 -3.0305
H -0.2115 -1.3748 -3.1424
H -2.8932 0.0094 -1.1231
H -3.2054 -0.0166 -2.8869
H -2.7709 1.4848 -2.2360
C -1.6029 0.5674 2.4580
O -0.2836 0.4209 1.7331
C 0.7811 0.9828 2.4155
C 2.0953 0.2839 2.0751
O 2.2750 0.4304 0.6193
C 3.3386 -0.2941 0.1710
H -2.3512 0.0574 1.8515
H -1.8737 1.6188 2.3613
H -1.6778 0.2183 3.4879
H 0.5321 0.9407 3.4758
H 0.9011 2.0658 2.3840
H 2.0527 -0.7248 2.4860
H 2.9901 0.6697 2.5635
H 3.3516 -0.4839 -0.9023
H 3.2718 -1.3233 0.5237
H 4.3015 0.0849 0.5134
*
```

As for the calculated total energy: -1271.81071 hartree. Its molar mass is 249.030 g/mol. The LUMO energy is 2.23 eV.

Here are the Löwdin charges for atoms 1 to 2, given in e:
1 K 0.828
2 B -0.516